DFT (ωB97M-V with the def2-TZVPD basis set) results for C9H24N3Si as an isolated structure.

Values from the calculation:
Net charge: +1
Relative energy (zero: lowest compared OMol25 entry of this formula, charge and spin) in kcal/mol: 48.96
LUMO in eV: -3.275
Max |F| in eV/Å: 5.2
Energy in eV: -22061.3539
Gap between HOMO and LUMO in eV: 9.519

Positions of all 37 atoms, in Å:
1 Si -1.675 0.075 -0.845
2 N 2.421 -1.171 -0.190
3 N 1.626 1.132 -0.178
4 N 0.630 -0.465 -1.421
5 C 1.815 -2.521 0.174
6 C -2.580 -1.632 -0.413
7 C 3.791 -0.742 0.283
8 C 1.434 2.156 -1.276
9 C 2.295 1.550 0.982
10 C -1.415 1.408 0.418
11 C -2.347 1.414 1.701
12 C -4.038 -1.457 -0.324
13 C 1.574 -0.172 -0.593
14 H 3.694 -0.496 1.409
15 H 2.257 -2.880 1.018
16 H -4.252 -0.847 0.612
17 H 2.327 0.731 1.700
18 H -2.287 -2.248 -1.269
19 H 0.637 1.666 -1.895
20 H -3.434 1.740 1.305
21 H 4.491 -1.549 0.202
22 H 0.597 -1.401 -1.861
23 H 2.421 2.243 -1.816
24 H 1.746 -3.273 -0.603
25 H -1.819 2.154 2.362
26 H 1.071 3.007 -0.753
27 H -4.325 -0.873 -1.302
28 H -2.341 0.925 -1.884
29 H -4.597 -2.362 -0.162
30 H 4.232 0.144 -0.098
31 H -2.161 -2.023 0.460
32 H -2.213 0.474 2.251
33 H -0.368 1.426 0.624
34 H 0.726 -2.156 0.394
35 H 1.868 2.410 1.488
36 H -1.538 2.346 -0.085
37 H 3.345 2.024 0.974

How positive or negative is each atom? The Mulliken charges in e answer that: Si 0.5030; N 0.0252; N 0.2687; N -0.6869; C -0.9038; C -0.5268; C -1.0797; C -1.0408; C -1.2261; C 0.0810; C -1.1728; C -1.1094; C 0.5107; H 0.3605; H 0.4316; H 0.2575; H 0.5289; H 0.3858; H 0.2935; H 0.2790; H 0.3851; H 0.3184; H 0.2982; H 0.2694; H 0.3923; H 0.4138; H 0.2376; H -0.1045; H 0.3993; H 0.3574; H 0.4177; H 0.3376; H -0.1962; H 0.2100; H 0.3188; H 0.4694; H 0.2964